A 2-piece molecular cluster, CH2O2S2 overall. Source: OMol25; level of theory: ωB97M-V/def2-TZVPD.

Calculated values
Frontier orbital gap (alpha / beta) = 0.2868 / 0.2854 Ha
HOMO level (alpha / beta) = -0.348 / -0.348 hartree
SMILES = O=CS.O=S
E = -26832.2367 eV

Geometry as XYZ:
```
7
Properties=species:S:1:pos:R:3:forces:R:3:mulliken_charge:R:1
C 0.22245 0.85882 1.36295 -0.7795 -0.8115 -1.3071 0.134
O -0.85920 -1.20272 -1.89887 0.1947 -0.4271 0.5876 -0.281
O -0.72806 1.30623 0.79301 0.2504 0.0077 0.2794 -0.402
S -1.24083 -0.48075 -3.11663 -0.2081 0.4044 -0.6072 0.269
S 1.30335 -0.47374 0.76453 0.6932 -0.1957 0.6440 -0.200
H 0.76560 -1.19450 -0.26845 -0.5021 1.0474 0.4370 0.174
H 0.53669 1.18666 2.36345 0.3514 -0.0252 -0.0337 0.305
```
Forces are in eV/Å.

---

CH2O2S3 as an isolated structure. Source: OMol25; level of theory: ωB97M-V/def2-TZVPD.

Calculated values
Frontier orbital gap (alpha / beta) = 0.2936 / 0.2103 Ha
HOMO level (alpha / beta) = -0.340 / -0.286 hartree
E = -37665.4045 eV

Geometry as XYZ:
```
8
Properties=species:S:1:pos:R:3:forces:R:3:mulliken_charge:R:1
C 1.48467 0.46964 0.26333 0.9050 2.0884 1.0439 0.405
O -2.55030 0.98875 -0.63598 0.3331 -2.1451 1.2048 -0.427
O 0.75067 -1.77712 -0.28195 -1.8279 -1.6638 -0.8194 -0.519
S 2.86936 1.15825 0.45729 -0.1616 0.0377 -0.3687 -0.259
S -1.61807 1.63694 0.60425 -0.8617 -0.0670 -0.8513 0.024
S 0.16319 -0.34009 0.33412 0.0351 -1.4103 -0.5073 0.110
H -2.73746 -0.02385 -0.47584 0.5765 2.7931 -0.1902 0.360
H 1.63794 -2.11253 -0.26521 1.0015 0.3671 0.4883 0.307
```
Forces are in eV/Å.

---

One molecule with the formula CH2O3. Source: OMol25; level of theory: ωB97M-V/def2-TZVPD.

Calculated values
Frontier orbital gap = 0.4317 Ha
HOMO level = -0.417 hartree
SMILES = O=C(O)O
E = -7212.4727 eV

Geometry as XYZ:
```
6
Properties=species:S:1:pos:R:3:forces:R:3:mulliken_charge:R:1
C -0.10472 0.05455 0.07664 0.0730 0.7493 1.0179 0.721
H 1.62243 -0.74402 0.17594 -0.0281 0.0434 -0.0960 0.346
H -0.85852 -0.07207 -1.60542 0.3912 -0.2576 0.0247 0.346
O 1.03162 -0.22093 0.73114 -0.1865 -0.0951 0.1957 -0.441
O -0.02594 -0.36811 -1.18921 -0.8082 0.1342 -0.5672 -0.462
O -1.02263 0.65014 0.57928 0.5585 -0.5742 -0.5751 -0.510
```
Forces are in eV/Å.

---

CH2O3P2 as an isolated structure. Source: OMol25; level of theory: ωB97M-V/def2-TZVPD.

Calculated values
Frontier orbital gap = 0.3628 Ha
HOMO level = -0.373 hartree
E = -25789.3436 eV

Geometry as XYZ:
```
8
Properties=species:S:1:pos:R:3:forces:R:3:mulliken_charge:R:1
C -0.20252 -0.10251 0.65793 -2.3823 -1.1091 -0.5239 -0.681
O -2.04924 0.35620 -1.12186 0.5901 -1.3714 -2.3031 -0.441
O -2.65784 1.46921 1.04067 -0.0736 0.2667 1.1271 -0.601
O -2.27453 -2.04497 0.10186 -0.8193 -0.4153 1.1948 -0.403
P -1.12188 -1.59520 -0.65307 1.9666 0.8293 -1.1323 0.449
P -1.76856 0.62659 0.28223 0.0402 1.5655 2.1605 0.980
H 0.04585 -0.40524 1.65332 -0.4859 -0.3735 0.6652 0.342
H 0.49681 0.64369 0.40197 1.1643 0.6078 -1.1882 0.356
```
Forces are in eV/Å.

---

A 2-piece molecular cluster, CH2O3PS overall. Source: OMol25; level of theory: ωB97M-V/def2-TZVPD.

Calculated values
Multiplicity = 3
Frontier orbital gap (alpha / beta) = 0.2051 / 0.1568 Ha
HOMO level (alpha / beta) = -0.078 / -0.141 hartree
Net charge = -1
⟨S²⟩ = 2.007
E = -27336.0587 eV

Geometry as XYZ:
```
8
Properties=species:S:1:pos:R:3:forces:R:3:lowdin_spin:R:1
C 1.30024 0.55591 -0.24148 -0.5757 -1.3839 -0.6863 0.110
O 1.53130 0.65539 1.06961 0.2038 0.3980 0.8011 0.011
O 1.61661 1.40151 -1.04530 0.2186 0.7463 -0.0619 0.082
O 0.52038 -1.71194 0.73487 -0.1441 -1.2404 2.5876 0.285
P 0.48395 -1.10969 -0.63371 0.1104 1.4530 -2.3206 0.511
S -3.66773 -0.11591 -0.19896 -0.1328 -0.1171 0.1579 0.948
H 1.17555 -0.19366 1.44844 0.1157 0.0644 -0.3330 -0.002
H -2.96028 0.51839 -1.13349 0.2041 0.0797 -0.1447 0.056
```
Forces are in eV/Å.

---

One molecule with the formula CH2O3S. Source: OMol25; level of theory: ωB97M-V/def2-TZVPD.

Calculated values
Frontier orbital gap = 0.3347 Ha
HOMO level = -0.329 hartree
SMILES = C1OOOS1
E = -18040.4264 eV

Geometry as XYZ:
```
7
Properties=species:S:1:pos:R:3:forces:R:3:mulliken_charge:R:1
C -0.38983 -0.10708 0.32657 -0.0720 0.3818 -0.7790 -0.207
O -1.00202 -1.18115 -0.42795 0.8720 0.6088 0.9560 -0.131
O -2.23329 -1.33404 0.11166 -0.4120 -0.5595 -0.0782 -0.075
O -2.87100 0.09525 0.24828 -0.3828 -0.6484 0.4665 -0.201
S -1.74425 1.13124 -0.16594 1.9169 0.4565 -0.0924 0.090
H -0.28839 -0.24888 1.40491 -0.7475 -0.3954 -0.1116 0.246
H 0.65179 0.06244 -0.03804 -1.1747 0.1562 -0.3613 0.278
```
Forces are in eV/Å.

---

A 2-piece molecular cluster, CH2O3S overall. Source: OMol25; level of theory: ωB97M-V/def2-TZVPD.

Calculated values
Frontier orbital gap = 0.3521 Ha
HOMO level = -0.387 hartree
E = -18045.3065 eV

Geometry as XYZ:
```
7
Properties=species:S:1:pos:R:3:forces:R:3:mulliken_charge:R:1
C -0.10991 -0.93077 0.98209 1.3048 -1.5694 -1.4529 -0.069
O -0.37585 1.92816 -2.18310 -0.3470 1.3283 -1.1032 -0.404
O 0.97326 1.07646 -0.33632 -0.8471 -0.0060 -0.8348 -0.433
O -0.85431 -1.17724 0.06467 0.2795 -0.2783 -0.0470 -0.436
S -0.09105 0.86534 -1.30480 1.3592 -0.3122 1.0464 0.808
H 1.03815 -0.98538 0.87222 -1.5800 0.1811 0.3391 0.216
H -0.58030 -0.77657 1.90524 -0.1694 0.6565 2.0523 0.317
```
Forces are in eV/Å.

---

One molecule with the formula CH2O3S. Source: OMol25; level of theory: ωB97M-V/def2-TZVPD.

Calculated values
Frontier orbital gap = 0.3847 Ha
HOMO level = -0.363 hartree
E = -18044.8883 eV

Geometry as XYZ:
```
7
Properties=species:S:1:pos:R:3:forces:R:3:mulliken_charge:R:1
C 0.32102 -0.04685 -0.02444 0.7518 2.3776 0.7674 0.158
O -1.73937 -0.36922 1.65551 -0.5385 -0.3903 0.9384 -0.500
O -0.61505 -0.93114 -0.52172 1.1051 -2.2862 -1.5455 -0.295
O 0.89264 0.90249 -0.89439 -0.5447 -0.7226 0.3320 -0.487
S -1.45389 0.12776 0.33991 0.4423 1.7304 0.3366 0.461
H 0.95584 -0.28259 0.88314 -0.8694 -0.3094 -1.2721 0.338
H 1.63880 0.59956 -1.43801 -0.3466 -0.3995 0.4433 0.325
```
Forces are in eV/Å.

---

A 2-piece molecular cluster, CH2O4 overall. Source: OMol25; level of theory: ωB97M-V/def2-TZVPD.

Calculated values
Frontier orbital gap = 0.4360 Ha
HOMO level = -0.429 hartree
SMILES = O=C1OO1.O
E = -9255.5346 eV

Geometry as XYZ:
```
7
Properties=species:S:1:pos:R:3:forces:R:3:mulliken_charge:R:1
C 1.10465 0.32783 -0.40857 -0.1776 -0.4065 1.7055 0.901
O 0.94164 -0.33843 0.75603 0.0461 0.7715 1.9161 -0.274
O 1.21029 -0.95368 -0.54929 0.4023 -1.8911 -2.3541 -0.242
O 1.17637 1.39440 -0.82791 0.1396 1.5181 -1.1439 -0.375
O -1.58876 0.11016 0.02757 0.0118 -1.4238 0.1994 -0.665
H -1.38553 0.32981 0.94315 -0.1116 0.3268 0.0016 0.321
H -1.45867 -0.87009 0.05902 -0.3107 1.1050 -0.3245 0.335
```
Forces are in eV/Å.

---

CH2O4S2 as an isolated structure. Source: OMol25; level of theory: ωB97M-V/def2-TZVPD.

Calculated values
Frontier orbital gap = 0.2128 Ha
HOMO level = 0.028 hartree
Net charge = -2
E = -30926.0794 eV

Geometry as XYZ:
```
9
Properties=species:S:1:pos:R:3:forces:R:3:mulliken_charge:R:1
C -0.18152 0.37323 -0.16562 -0.2010 -1.6492 -0.1897 -0.541
O -2.86439 0.55413 -0.59002 0.4460 -0.0707 0.0221 -0.636
O 2.26445 -0.39340 0.35731 -1.9031 -0.4972 -0.0747 -0.668
O -2.16100 -0.82808 1.29699 0.0630 -0.1232 0.9687 -0.622
O 0.95492 -1.94086 -1.01547 -0.6230 -0.2884 -0.6762 -0.574
S -1.85779 -0.48372 -0.12124 -0.3849 1.0297 -0.9567 0.273
S 0.87740 -0.91040 0.00408 2.7894 -0.5067 2.4143 0.556
H 0.25053 1.02371 0.59266 -0.7477 0.4982 0.3378 0.199
H 0.49647 -1.82985 1.26282 0.5612 1.6075 -1.8455 0.013
```
Forces are in eV/Å.

---

What did we get for F_max? Answer: 1.7, 2.9, 1.3, 2.7, 2.9, 2.0, 2.5, 3.0, 3.0, 3.7 eV/A, in the order shown.
What did we get for energy relative to the best compared isomer or geometry (same formula, charge and spin)? Answer: 175.3, 366.9, 7.1, 95.9, 0.0, 523.6, 52.7, 93.1, 154.7, 182.1 kJ/mol, in the order shown.